# 1
{"formula": "C30H28Br2ClCrN8O3S2", "method": "the ωB97M-V functional and the def2-TZVPD basis", "charge": 1, "orbital_gap_ev": [5.8, 5.8], "homo_energy_ev": [-10.5569, -10.5568], "symbols": ["Cr", "C", "C", "C", "C", "C", "C", "Br", "C", "C", "Br", "C", "O", "C", "N", "H", "H", "H", "H", "H", "H", "N", "C", "N", "C", "C", "S", "C", "C", "S", "C", "N", "N", "H", "H", "H", "H", "H", "H", "C", "N", "C", "C", "C", "O", "N", "C", "O", "H", "H", "H", "H", "H", "Cl", "C", "H", "H", "C", "C", "C", "C", "C", "C", "C", "C", "N", "H", "H", "H", "H", "H", "H", "H", "H", "H"], "coordinates": [[-0.63790, 0.99327, 0.84647], [1.58442, 1.60880, -3.39866], [0.10413, 1.35344, -3.52738], [-0.48884, 1.31183, -4.81028], [-1.83078, 1.14750, -4.91661], [-2.61836, 0.99180, -3.75298], [-4.03034, 0.87275, -3.76025], [-4.97912, 0.84910, -5.38783], [-4.72660, 0.79761, -2.60084], [-4.05336, 0.77459, -1.36519], [-5.10260, 0.73802, 0.19008], [-2.69263, 0.79532, -1.29841], [-2.06794, 0.70622, -0.10264], [-1.94122, 0.98114, -2.51407], [-0.59329, 1.18893, -2.42829], [1.82514, 2.63553, -3.69290], [2.15988, 0.94250, -4.04550], [1.89859, 1.44462, -2.36680], [0.12537, 1.43288, -5.69562], [-2.31256, 1.14798, -5.88468], [-5.80638, 0.75414, -2.61160], [-3.04330, -0.45845, 2.84057], [-1.98042, 0.04593, 3.46921], [-0.99788, 0.72486, 2.90180], [-0.10226, 1.20833, 3.84073], [-0.35308, 0.88192, 5.11129], [-1.78984, -0.07262, 5.18604], [0.88854, 2.10268, 3.28073], [1.81467, 2.86548, 3.87768], [2.66191, 3.79431, 2.69486], [1.69232, 3.10246, 1.45567], [0.80157, 2.25258, 1.90175], [1.88727, 3.39627, 0.14722], [-2.97260, -0.73494, 1.85589], [-3.68592, -1.00988, 3.38386], [0.20413, 1.13793, 6.00020], [2.05528, 2.94315, 4.92594], [2.59628, 4.05161, -0.12665], [1.47479, 2.80782, -0.55826], [1.86441, -3.88048, 2.34674], [0.58335, -3.39760, 1.83268], [-0.32343, -4.24093, 1.24297], [-1.49546, -3.79817, 0.77433], [-1.80673, -2.38023, 0.90181], [-2.90739, -1.93462, 0.55518], [-0.84493, -1.54277, 1.42339], [0.31873, -2.03532, 1.94052], [1.16922, -1.33188, 2.50267], [1.83561, -4.96658, 2.39514], [2.04182, -3.47357, 3.33829], [2.68528, -3.56811, 1.69936], [-0.03864, -5.28439, 1.20398], [-2.22387, -4.46219, 0.33321], [-2.17852, 3.12598, 1.55588], [-1.07117, 2.92395, 0.18453], [-0.33698, 3.70916, 0.23292], [-1.63450, 2.93012, -0.73668], [3.31868, 0.31565, 1.34114], [2.94469, -0.51409, 0.15144], [3.88159, -1.33039, -0.44119], [3.54413, -2.15576, -1.51368], [2.24815, -2.18380, -2.00999], [1.26068, -1.37619, -1.48126], [-0.12486, -1.47012, -2.05077], [1.62116, -0.51405, -0.39373], [0.67134, 0.27136, 0.14940], [4.25709, -0.04548, 1.76127], [2.54627, 0.24595, 2.10557], [3.46593, 1.36117, 1.05787], [4.89061, -1.34117, -0.04491], [4.29954, -2.79924, -1.94962], [1.99217, -2.84756, -2.82811], [-0.38404, -2.51894, -2.20044], [-0.16157, -0.97907, -3.02743], [-0.87540, -1.01810, -1.41703]], "atomic_forces_ev_per_a": [[2.03, -0.38, 0.35], [-0.11, 0.00, 0.07], [0.00, 0.26, 0.13], [0.21, 0.02, -0.11], [-0.18, -0.03, -0.07], [0.03, -0.01, 0.10], [0.14, 0.02, -0.20], [-0.04, 0.01, -0.07], [-0.22, -0.05, 0.18], [-0.51, -0.04, 0.07], [0.05, -0.03, 0.02], [0.90, 0.29, 0.22], [-0.19, -0.45, -0.58], [0.23, 0.20, 0.09], [-0.25, 0.53, -0.10], [-0.03, -0.09, 0.01], [-0.04, 0.03, 0.03], [0.03, 0.01, -0.07], [-0.02, 0.00, 0.08], [-0.01, -0.03, 0.01], [0.02, -0.03, 0.03], [0.22, 0.24, 0.47], [-0.21, -0.07, -0.04], [0.19, 0.00, -0.42], [-0.02, 0.23, -0.38], [0.00, -0.11, 0.40], [-0.05, -0.05, 0.10], [-0.24, -0.08, -0.12], [0.30, 0.10, 0.13], [0.07, 0.10, 0.07], [0.19, -0.01, -0.31], [-0.43, -0.24, -0.13], [0.02, -0.06, 0.23], [-0.14, -0.02, -0.32], [-0.04, -0.01, 0.02], [-0.10, 0.00, -0.11], [-0.04, 0.01, -0.08], [0.05, -0.04, -0.01], [-0.04, -0.03, -0.02], [-0.16, 0.00, -0.06], [-0.03, -0.18, -0.04], [0.24, 0.02, 0.15], [-0.05, 0.16, 0.00], [0.49, -0.19, -0.16], [-0.12, 0.23, -0.03], [0.27, -0.31, -0.34], [-0.03, 0.17, 0.14], [-0.35, -0.04, -0.18], [-0.02, 0.00, -0.02], [-0.03, -0.01, 0.01], [-0.02, 0.01, -0.01], [0.05, 0.02, -0.01], [0.02, 0.05, 0.02], [-0.08, 0.36, -0.22], [-0.38, -0.33, 0.41], [0.14, -0.07, -0.05], [0.02, -0.03, -0.09], [0.04, 0.09, -0.07], [-0.29, 0.05, 0.22], [0.12, -0.19, -0.20], [-0.03, 0.10, 0.12], [0.19, -0.09, -0.07], [-0.11, 0.31, 0.08], [0.10, -0.39, 0.03], [-0.09, -0.11, -0.20], [-1.75, 0.73, 0.69], [-0.03, 0.01, -0.04], [0.05, 0.02, -0.07], [0.02, -0.08, -0.01], [-0.06, -0.02, -0.04], [-0.03, 0.04, 0.01], [0.03, 0.00, 0.06], [0.04, -0.06, 0.07], [0.03, -0.36, 0.16], [0.02, -0.11, 0.10]], "lowdin_charge": [0.75, -0.01, -0.33, 0.00, -0.01, -0.17, -0.61, 0.83, -0.15, -0.57, 0.88, -0.32, -0.28, -0.15, 0.13, 0.09, 0.09, 0.05, 0.12, 0.08, 0.10, 0.15, -0.65, -0.04, -0.34, -0.31, 1.11, -0.31, -0.30, 1.12, -0.70, -0.01, 0.13, 0.03, 0.12, 0.09, 0.09, 0.12, 0.08, -0.01, -0.05, -0.05, 0.01, -0.50, -0.03, 0.14, -0.50, 0.01, 0.09, 0.09, 0.09, 0.13, 0.11, 0.70, -0.50, 0.01, 0.03, -0.02, -0.17, -0.03, -0.02, -0.03, -0.15, 0.00, -0.22, 0.09, 0.10, 0.06, 0.07, 0.12, 0.12, 0.13, 0.11, 0.09, 0.05]}


# 2
{"formula": "C40H43GeLaN6O3S2", "method": "the ωB97M-V functional and the def2-TZVPD basis", "orbital_gap_ev": 3.6, "homo_energy_ev": -4.0143, "symbols": ["La", "C", "C", "C", "C", "C", "C", "C", "S", "O", "O", "N", "C", "C", "C", "C", "C", "C", "C", "C", "N", "C", "H", "H", "H", "H", "H", "H", "H", "H", "H", "H", "H", "H", "H", "N", "C", "C", "N", "C", "C", "N", "C", "C", "N", "H", "H", "H", "H", "H", "H", "O", "S", "C", "C", "C", "C", "C", "C", "C", "C", "C", "C", "C", "C", "C", "C", "H", "H", "H", "H", "H", "H", "H", "H", "H", "H", "H", "H", "H", "H", "C", "Ge", "C", "C", "C", "H", "H", "H", "H", "H", "H", "H", "H", "H", "H"], "coordinates": [[0.42131, -0.06158, -0.92108], [4.38882, 3.62463, 5.38164], [3.59548, 2.65095, 4.55310], [4.15760, 1.47116, 4.07997], [3.40312, 0.55476, 3.36074], [2.06925, 0.81818, 3.10352], [1.49584, 2.00328, 3.55044], [2.25545, 2.91038, 4.26721], [1.00086, -0.30434, 2.20137], [0.39951, -1.19718, 3.15999], [0.04833, 0.59643, 1.53110], [1.77457, -0.96877, 1.01826], [2.72061, -1.97212, 1.08930], [3.11228, -2.64208, 2.23325], [4.10555, -3.63429, 2.18629], [4.70315, -3.98385, 1.00865], [4.31806, -3.34083, -0.18882], [4.87651, -3.66035, -1.44486], [4.46118, -2.98847, -2.55894], [3.47866, -1.99209, -2.42251], [2.93546, -1.66539, -1.27789], [3.33362, -2.32208, -0.15878], [5.44958, 3.37763, 5.38758], [4.03325, 3.61183, 6.41337], [4.27458, 4.64145, 5.00364], [5.20256, 1.26445, 4.27884], [3.86137, -0.35728, 2.99927], [0.45927, 2.20195, 3.31734], [1.80458, 3.83416, 4.61143], [2.61580, -2.40654, 3.16584], [4.39102, -4.12725, 3.10744], [5.46783, -4.75037, 0.97813], [5.62319, -4.44374, -1.50193], [4.86339, -3.21297, -3.53719], [3.10233, -1.46221, -3.28983], [3.13287, 3.80416, -0.33383], [4.08238, 3.01587, 0.26943], [3.60818, 1.74362, 0.19042], [2.40130, 1.73062, -0.44138], [2.12594, 2.98717, -0.74706], [0.91414, 3.36680, -1.41643], [-0.06641, 2.51016, -1.67209], [-1.03291, 3.21840, -2.32990], [-0.64899, 4.51347, -2.47369], [0.59260, 4.59900, -1.88965], [3.19632, 4.79867, -0.45557], [4.98346, 3.42689, 0.68868], [4.06161, 0.83311, 0.54470], [-1.94881, 2.74854, -2.65092], [-1.12517, 5.36232, -2.93101], [1.17112, 5.41957, -1.87153], [-2.09017, -0.08623, -0.05542], [-2.37974, -0.53293, 1.34291], [-4.11067, -1.15231, 1.21690], [-4.08871, -2.35499, 0.32648], [-4.50986, -2.26212, -0.99463], [-4.41829, -3.35584, -1.84118], [-3.90392, -4.55523, -1.37449], [-3.47225, -4.65365, -0.05956], [-3.56072, -3.55996, 0.78456], [-2.82086, 0.96864, 2.34771], [-3.70886, 1.93000, 1.63612], [-5.05555, 2.05732, 1.96805], [-5.87180, 2.94633, 1.28548], [-5.35078, 3.72044, 0.25942], [-4.00915, 3.60406, -0.07450], [-3.19210, 2.71616, 0.60695], [-4.71087, -0.34623, 0.79881], [-4.43454, -1.38727, 2.23305], [-4.89909, -1.32070, -1.36495], [-4.73307, -3.26430, -2.87292], [-3.82401, -5.40868, -2.03508], [-3.05265, -5.58172, 0.30718], [-3.21033, -3.63188, 1.80881], [-1.85329, 1.40356, 2.57484], [-3.26517, 0.57174, 3.26125], [-5.46461, 1.46175, 2.77650], [-6.91842, 3.03122, 1.54869], [-5.98401, 4.42183, -0.26851], [-3.59623, 4.20821, -0.87306], [-2.14469, 2.62293, 0.35002], [-1.96632, -3.60737, -4.43532], [-1.05272, -1.93777, -3.81664], [-2.37990, -0.46621, -3.51475], [-0.07058, -1.33473, -5.46281], [0.01230, -2.02243, -2.24286], [-2.71081, -3.38401, -5.20548], [-2.46215, -4.11563, -3.60844], [-1.22967, -4.28794, -4.86641], [-3.25762, -0.50075, -4.16545], [-1.87510, 0.49376, -3.68699], [-2.71030, -0.50317, -2.47582], [-0.72720, -1.36497, -6.33938], [0.78904, -1.97820, -5.65788], [0.28620, -0.30947, -5.33229], [0.33761, -3.03711, -1.97493]], "atomic_forces_ev_per_a": [[-0.79, -1.95, -1.56], [-0.01, -0.03, -0.05], [-0.02, 0.06, 0.01], [-0.01, 0.05, 0.03], [0.06, -0.17, -0.05], [-0.22, 0.02, -0.14], [0.02, -0.04, -0.02], [0.04, -0.05, -0.04], [0.26, -0.33, 0.64], [0.28, 0.11, 0.08], [0.24, 0.21, 0.37], [-0.22, 0.52, 0.39], [0.34, -0.44, 0.28], [-0.30, 0.27, -0.27], [0.15, -0.13, -0.04], [0.01, -0.06, 0.17], [-0.18, 0.19, -0.03], [-0.02, 0.03, -0.08], [0.11, -0.12, 0.07], [-0.21, 0.13, 0.02], [0.00, 0.37, 0.28], [0.19, -0.19, 0.06], [0.00, -0.01, 0.00], [0.03, 0.04, 0.01], [0.01, 0.01, 0.03], [0.00, -0.03, 0.01], [-0.01, 0.04, 0.02], [-0.02, 0.07, 0.03], [-0.01, -0.01, 0.02], [0.05, -0.07, 0.04], [0.00, -0.02, -0.02], [-0.02, -0.01, -0.02], [0.01, 0.01, -0.03], [0.00, 0.00, 0.00], [-0.02, -0.05, -0.03], [-0.27, -0.02, -0.12], [0.07, 0.07, 0.01], [0.20, -0.18, 0.07], [-0.01, 0.64, -0.33], [0.87, -0.39, 0.45], [-0.93, 0.15, -0.52], [0.53, 0.32, 0.04], [-0.30, -0.04, -0.08], [0.00, 0.09, -0.04], [0.18, -0.18, 0.14], [-0.02, 0.03, 0.07], [-0.02, -0.01, 0.00], [-0.03, 0.00, -0.02], [0.03, -0.01, -0.01], [0.00, -0.02, 0.01], [-0.01, 0.03, 0.01], [0.31, 0.44, -0.37], [-1.32, 0.00, 0.50], [0.54, -0.06, -0.06], [0.01, -0.18, -0.09], [-0.02, 0.05, 0.05], [-0.06, 0.00, -0.02], [-0.02, 0.01, 0.06], [0.01, -0.05, 0.03], [-0.07, 0.09, 0.04], [0.22, -0.32, -0.22], [-0.04, 0.10, -0.05], [0.05, -0.03, 0.01], [-0.06, 0.00, -0.04], [0.00, 0.03, 0.03], [0.04, 0.01, -0.05], [-0.03, -0.02, 0.07], [-0.01, 0.02, 0.02], [0.01, 0.02, 0.00], [0.02, 0.00, -0.01], [0.01, 0.00, 0.01], [0.01, 0.02, -0.01], [-0.01, 0.00, -0.01], [0.02, -0.03, -0.01], [0.05, 0.03, 0.07], [0.01, 0.01, 0.02], [0.00, -0.02, -0.02], [0.02, 0.01, 0.03], [-0.01, -0.03, -0.02], [0.00, 0.00, 0.01], [0.02, 0.00, -0.03], [-0.09, 0.27, 0.01], [0.36, -0.13, 0.44], [-0.02, -0.02, -0.15], [-0.36, -0.08, -0.02], [-0.05, 0.86, 0.22], [0.01, -0.02, -0.01], [0.09, 0.04, -0.03], [0.04, 0.03, 0.02], [0.03, 0.05, -0.05], [-0.04, 0.01, -0.04], [-0.01, -0.02, -0.01], [0.06, 0.05, -0.04], [0.01, -0.02, 0.06], [0.02, -0.01, 0.04], [0.21, 0.00, -0.23]], "lowdin_charge": [1.74, -0.05, -0.28, -0.03, -0.06, -0.25, -0.05, -0.03, 0.55, -0.29, -0.55, -0.26, -0.27, -0.04, -0.08, -0.05, -0.16, -0.02, -0.05, -0.14, 0.06, -0.16, 0.07, 0.09, 0.08, 0.11, 0.10, 0.11, 0.12, 0.10, 0.10, 0.11, 0.11, 0.10, 0.10, 0.12, -0.06, -0.12, 0.03, -0.27, -0.27, 0.02, -0.13, -0.07, 0.12, 0.15, 0.12, 0.11, 0.11, 0.12, 0.16, -0.63, 0.98, -0.26, -0.30, -0.04, -0.08, -0.09, -0.07, -0.05, -0.25, -0.28, -0.05, -0.08, -0.09, -0.08, -0.04, 0.09, 0.11, 0.12, 0.11, 0.10, 0.10, 0.11, 0.07, 0.10, 0.12, 0.10, 0.10, 0.09, 0.10, -0.24, 0.59, -0.25, -0.27, -0.61, 0.00, -0.03, 0.00, 0.01, -0.02, -0.03, 0.00, -0.01, -0.01, -0.14]}


Per-record energy relative to the best compared isomer or geometry (same formula, charge and spin), kJ/mol: 281.0 64.2
Per-record maximum force, eV/Å: 2.09 2.62